# 1
Computed, not measured: C18H37CeO2P3 as an isolated structure in a non-equilibrium geometry, with ωB97M-V with the def2-TZVPD basis set.

Cartesian coordinates (Å):
C (0.31032, 3.13621, -4.99334)
C (0.51835, -3.70234, -0.93823)
H (-2.08608, -2.49287, -2.47752)
H (-0.81616, 3.14652, 2.82153)
C (-4.34601, 0.99370, -0.03232)
C (-1.82854, -2.22217, -1.44565)
C (-0.51796, 1.90241, -2.60510)
C (0.44593, -1.78004, -3.04764)
C (-0.86800, 2.38014, -4.96599)
H (3.59867, -3.26047, 0.55702)
C (-4.61951, -0.26837, 0.33866)
O (-1.26677, -2.24143, 1.71241)
H (-0.11238, -0.94613, -3.49010)
H (-0.26390, -4.22552, -0.37394)
H (0.70362, -4.23692, -1.88051)
H (2.68304, 1.81996, -0.03971)
H (-2.79544, 1.55444, 3.42410)
H (4.63670, -1.78911, 0.73677)
H (-2.34935, -1.29484, -1.17905)
C (-0.64691, -1.36511, 1.22494)
C (-1.28796, 1.75719, -3.78872)
H (-2.88541, 0.74790, 1.83317)
C (0.59999, 2.78144, -2.61862)
H (3.57676, -1.99213, -0.71191)
H (4.14721, -1.26489, 2.85891)
H (1.14107, 2.98004, -1.68640)
H (-4.82779, -1.04683, -0.40216)
H (2.78306, -2.29691, 3.41304)
H (-2.17977, 1.13021, -3.76882)
C (1.04689, 3.32869, -3.82387)
H (4.14514, 1.14109, 0.71699)
H (-4.70443, -0.56164, 1.39115)
H (0.85427, 2.62907, 3.19366)
H (3.34008, 2.60840, 1.41938)
H (-2.76790, -0.23038, 3.30582)
H (0.69422, -0.88116, 4.05157)
H (0.22635, -2.70699, -3.59342)
H (2.67009, -0.51736, 3.54111)
C (-0.20946, 2.40763, 3.36274)
H (0.65302, 3.59264, -5.92296)
H (1.51802, -1.55864, -3.11576)
H (-2.15200, -3.01878, -0.76531)
H (-0.42904, 2.46032, 4.43768)
H (1.44001, -3.68507, -0.34309)
C (-2.43757, 0.70201, 2.83222)
C (3.67170, -2.17509, 0.36885)
H (-1.45677, 2.26159, -5.87910)
Ce (0.63565, 0.59920, 0.14433)
H (-0.15152, 0.29378, 5.10473)
P (2.31569, -1.33624, 1.26265)
H (2.63930, 0.97512, 1.67751)
C (3.05050, -1.34515, 2.92870)
C (-0.24118, -0.33087, 4.20619)
O (-0.76037, 1.13557, -1.51867)
H (-4.27155, 1.27696, -1.08377)
H (-1.05234, -1.05649, 4.34897)
H (1.96952, 3.91015, -3.82473)
H (-4.23113, 1.80457, 0.69182)
P (-0.61862, 0.73120, 2.76944)
C (3.18815, 1.63480, 0.93471)
P (-0.02152, -1.99300, -1.29436)

Computed properties:
Expectation value of S²: 0.87
Multiplicity: 2
Charge: +3
LUMO (alpha / beta), eV: -12.309 / -12.082
HOMO energy (alpha / beta), eV: -16.85 / -16.80
Gap between HOMO and LUMO (alpha / beta), eV: 4.538 / 4.715

Results of the Löwdin charge analysis, in e, for atoms 1 through 4: atom 1 (C): -0.01, atom 2 (C): -0.20, atom 3 (H): 0.08, atom 4 (H): 0.07

***

# 2
Computed, not measured: C30H34BN6O4S5Y as an isolated structure in a non-equilibrium geometry, with ωB97M-V with the def2-TZVPD basis set.

Cartesian coordinates (Å):
H (-0.82689, 1.57321, -4.17792)
C (-4.05884, 0.87504, -2.22080)
H (-3.65131, -4.02986, -6.80965)
H (-4.64370, 1.51039, 3.03423)
H (0.24468, 2.93229, -3.89072)
C (0.01774, 1.91690, -3.57805)
O (1.09141, -1.93331, -0.47860)
H (1.66430, 1.19645, -4.79517)
H (4.47767, 2.26336, -2.49213)
H (0.97731, -0.24540, 5.24633)
H (-4.26502, 4.06560, 1.10257)
H (-3.12679, 0.36187, -2.43067)
H (-0.40713, 3.68910, -0.26993)
H (1.16978, -0.87559, 3.59948)
H (-4.85666, 0.13390, -2.14833)
C (0.80173, -0.03890, 4.19245)
C (-4.32071, 2.91152, -0.77389)
S (-0.58513, 1.99979, -1.84755)
C (3.61183, 2.31473, -3.15322)
B (-3.56467, 1.91840, 2.68632)
O (0.67661, -3.62258, 2.54892)
H (7.77045, 0.57489, 1.19910)
H (-0.21603, -2.10559, -5.13198)
C (-3.83191, -3.42569, -4.76181)
C (-4.09410, 3.16937, 0.53291)
H (-4.74334, 3.52110, -1.55317)
H (-4.28231, 1.57336, -3.02491)
C (1.10982, -3.02565, 0.22389)
C (-1.91648, -2.32192, -3.83501)
H (-3.31133, 3.01569, 3.11339)
H (3.60586, 1.38934, 3.73505)
C (-0.49501, 3.76067, -1.35467)
H (3.79343, 4.44284, -3.33573)
H (2.23081, 3.82697, -3.86552)
H (-1.46309, 4.20271, -1.59407)
C (-3.45522, 1.09346, 0.18265)
C (5.63490, 0.51654, 1.15334)
C (-3.16049, -3.55520, -5.97022)
C (3.01104, 3.71637, -3.11402)
S (2.53917, 0.96445, -2.58113)
H (5.79915, 1.78823, 4.79947)
S (-2.87071, -0.51169, 0.33725)
H (5.57455, 0.15108, 0.13670)
H (-3.72039, -2.69566, -2.73565)
N (2.17874, 0.32371, 0.76872)
C (-1.23206, -2.46701, -5.04268)
C (3.19368, 0.51664, 1.26369)
C (6.85834, 0.75083, 1.75322)
S (-0.32244, 1.84118, 1.85268)
C (-2.77880, 0.04487, 4.25415)
N (-0.61202, 0.15428, 3.98538)
C (1.21605, 0.97850, -3.82400)
C (-3.21686, -2.80844, -3.68746)
C (-1.86132, -3.08369, -6.10824)
H (0.54158, 4.71516, -3.01134)
H (7.87829, 1.38266, 3.52909)
C (0.51246, -2.81268, 1.67150)
C (-1.31338, -1.61981, -2.75436)
N (-3.58495, 2.03802, 1.12342)
H (0.45262, 5.64480, -1.52814)
N (-3.93568, 1.60621, -0.98419)
C (6.91788, 1.20581, 3.06321)
C (5.75049, 1.43313, 3.77907)
H (-3.78791, -0.16296, 4.56065)
H (0.87269, -0.05213, -3.83625)
Y (-0.06233, -0.37237, 0.26840)
H (-1.39385, -1.13957, 5.51231)
N (-2.50782, 0.91285, 3.22347)
H (-1.33801, -3.20103, -7.04743)
C (0.59970, 4.64087, -1.92693)
C (-1.60928, -0.43318, 4.73091)
C (4.46173, 0.74556, 1.87300)
H (1.31470, 0.87504, 3.90160)
N (-0.85986, -0.99124, -1.90953)
S (2.30969, 4.17613, -1.48933)
H (3.93823, 2.07633, -4.16691)
H (-4.83853, -3.80712, -4.65625)
C (-1.18174, 0.94958, 3.05075)
O (1.52112, -4.10771, -0.11923)
O (-0.11619, -1.67064, 1.79252)
C (4.52036, 1.20727, 3.18908)

Computed properties:
LUMO, eV: -0.236
HOMO energy, eV: -7.61
Gap between HOMO and LUMO, eV: 7.375

Results of the Löwdin charge analysis, in e, for atoms 1 through 4: atom 1 (H): 0.07, atom 2 (C): -0.06, atom 3 (H): 0.11, atom 4 (H): 0.08

***

# 3
Computed, not measured: a 5-piece molecular cluster, CH11O4S overall in a non-equilibrium geometry, with ωB97M-V with the def2-TZVPD basis set.

Cartesian coordinates (Å):
H (2.13997, 0.59973, 1.02823)
H (2.43001, -0.02499, -0.59983)
H (-1.70397, 0.04121, -1.30992)
O (-1.11176, 0.35887, 1.87165)
H (-0.40944, -0.31831, 2.00885)
O (-0.14115, -1.55806, -1.75320)
H (-0.48655, 1.09552, 1.85165)
O (-2.20830, 0.77161, -0.92590)
S (1.47221, -1.65906, 1.04456)
H (-0.54045, 3.34088, -1.34920)
O (-1.47450, 3.47929, -1.36863)
C (2.49972, -0.23861, 0.43555)
H (-2.28149, 0.42973, -0.03452)
H (3.50469, -0.36283, 0.75482)
H (-1.81205, 2.54474, -1.29505)
H (-0.18963, -2.42795, -1.30577)
H (0.45614, -1.14990, -1.08228)

Computed properties:
Charge: -1
LUMO, eV: 3.696
HOMO energy, eV: -3.42
Gap between HOMO and LUMO, eV: 7.114

Results of the Löwdin charge analysis, in e, for atoms 1 through 4: atom 1 (H): -0.02, atom 2 (H): -0.02, atom 3 (H): 0.02, atom 4 (O): -0.13

***

ΔE to the lowest compared entry with this formula, charge and spin
In order: 197.08; 98.86; 37.00
Unit: kJ/mol